Record 1
The following is a quantum chemistry calculation of 6 unconnected molecules or ions with the total composition C2H15NO5 at a distorted geometry, from the OMol25 dataset.

The geometry in XYZ format:
```
23
C2H15NO5, DFT wB97M-V/def2-TZVPD
C 0.02 1.71 1.26
N 0.16 0.70 2.04
C 1.48 0.33 2.51
H -1.09 1.91 1.05
H 0.90 2.36 1.03
H 2.13 1.24 2.21
H 1.80 -0.55 2.05
H 1.40 0.15 3.66
O -3.08 -0.53 1.30
H -2.30 0.09 1.18
H -3.71 -0.15 1.85
O 2.45 1.38 -0.61
H 1.76 1.52 -1.28
H 2.89 0.51 -0.81
O -1.59 -1.35 -0.26
H -0.84 -1.00 0.22
H -2.11 -1.94 0.27
O 0.79 0.64 -2.97
H 0.26 0.84 -3.66
H 0.68 -0.30 -2.59
O 0.04 -2.24 -2.20
H -0.52 -2.14 -1.45
H -0.26 -2.92 -2.72
```

energy above the lowest of the compared OMol25 structures with the same formula, charge and spin: 2.3481 eV
E: -14043.0829 eV
total charge: 0
E_HOMO: -9.73 eV

Record 2
The following is a quantum chemistry calculation of a molecular structure, C3H6N2O at a distorted geometry, from the OMol25 dataset.

The geometry in XYZ format:
```
12
C3H6N2O, DFT wB97M-V/def2-TZVPD
C -1.50 0.94 0.06
C 1.09 0.23 0.01
C 2.02 -0.68 0.08
H -2.09 1.12 1.06
H -0.96 1.94 -0.68
H -2.29 0.41 -0.62
H 1.47 1.31 0.02
H 3.07 -0.49 -0.18
H 1.78 -1.80 0.21
N -0.30 -0.10 0.09
N -0.54 -1.38 -0.08
O -1.75 -1.50 0.04
```

energy above the lowest of the compared OMol25 structures with the same formula, charge and spin: 5.6896 eV
E: -8231.0091 eV
total charge: 0
E_HOMO: -9.05 eV

Record 3
The following is a quantum chemistry calculation of a single C4H10N4 molecule at a distorted geometry, from the OMol25 dataset.

The geometry in XYZ format:
```
18
C4H10N4, DFT wB97M-V/def2-TZVPD
H 1.44 -1.83 -1.53
N 2.07 -1.19 -0.78
C 1.38 -0.45 0.05
N 2.04 0.43 1.12
N 0.09 0.07 -0.46
C 0.32 1.57 -0.59
N -0.84 0.11 0.58
C -1.41 -1.16 0.38
C -2.07 0.02 -0.11
H 1.03 0.22 1.55
H 2.77 -0.27 1.58
H 1.09 1.94 0.36
H 0.78 1.19 -1.53
H -0.51 2.08 -0.89
H -1.00 -1.94 -0.22
H -2.22 -1.56 1.26
H -2.95 0.51 0.52
H -2.00 0.27 -1.30
```

energy above the lowest of the compared OMol25 structures with the same formula, charge and spin: 8.1260 eV
E: -10262.7248 eV
total charge: 0
E_HOMO: -9.26 eV

Record 4
The following is a quantum chemistry calculation of 10 unconnected molecules or ions with the total composition C22H50Cl8O9 at a distorted geometry, from the OMol25 dataset.

The geometry in XYZ format:
```
89
C22H50Cl8O9, DFT wB97M-V/def2-TZVPD
C -1.58 -1.79 -8.77
C -0.84 -1.33 -7.50
C -1.16 -2.25 -6.36
O -1.72 -3.39 -7.02
C -1.68 -3.34 -8.46
H -1.18 -1.59 -9.77
H -2.61 -1.41 -8.72
H -0.93 -0.29 -7.19
H 0.22 -1.42 -7.74
H -1.72 -1.76 -5.55
H -0.16 -2.54 -6.05
H -2.58 -3.87 -8.77
H -0.74 -3.82 -8.70
C 3.37 7.31 -4.17
C 2.01 7.95 -4.45
C 0.98 7.10 -3.69
O 1.86 5.93 -3.35
C 3.05 5.82 -4.03
H 3.71 7.68 -3.20
H 4.24 7.66 -4.72
H 1.90 8.10 -5.52
H 1.98 8.96 -4.02
H 0.21 6.81 -4.41
H 0.67 7.83 -2.94
H 3.03 5.41 -5.04
H 3.82 5.35 -3.41
C -0.76 0.98 8.91
C -2.11 1.62 8.74
C -2.94 0.84 9.76
O -2.25 -0.38 9.95
C -1.18 -0.46 9.09
H -0.29 1.43 9.78
H -0.25 1.30 8.00
H -2.64 1.47 7.79
H -2.04 2.70 8.90
H -3.92 0.67 9.33
H -2.77 1.46 10.65
H -1.39 -0.90 8.12
H -0.39 -1.03 9.57
Cl 3.93 -8.77 3.61
C 4.83 -7.24 3.81
Cl 6.27 -7.70 4.79
H 5.04 -6.58 2.97
H 4.29 -6.55 4.46
Cl 6.43 -1.74 -5.46
C 6.59 -2.15 -7.16
Cl 6.45 -0.70 -8.16
H 7.57 -2.57 -7.36
H 5.96 -2.96 -7.51
Cl -7.78 4.40 -2.90
C -7.08 2.72 -2.92
Cl -5.32 2.61 -2.58
H -7.41 2.09 -2.09
H -7.36 2.26 -3.87
Cl 0.06 -10.60 -1.63
C -0.35 -9.10 -2.34
Cl 0.68 -8.66 -3.77
H -1.43 -8.98 -2.42
H -0.02 -8.39 -1.58
O -6.77 -4.91 2.63
C -5.60 -5.50 3.16
C -4.56 -6.31 2.19
O -4.15 -5.39 1.25
H -7.07 -5.52 1.96
H -4.98 -4.70 3.57
H -5.89 -6.10 4.03
H -5.00 -7.09 1.58
H -3.67 -6.68 2.71
H -4.81 -5.37 0.56
O 3.08 6.21 5.79
C 2.46 7.35 5.23
C 1.74 6.99 3.93
O 2.51 7.16 2.75
H 3.84 6.06 5.22
H 1.71 7.81 5.87
H 3.22 8.11 5.04
H 0.76 7.48 3.97
H 1.45 5.94 4.01
H 2.19 6.54 2.09
O 1.33 -2.19 1.54
C 1.55 -0.88 1.80
C 2.31 -0.23 0.58
O 1.41 0.03 -0.51
H 0.41 -2.30 1.28
H 0.51 -0.60 1.94
H 2.14 -0.81 2.72
H 3.06 -0.95 0.25
H 2.90 0.67 0.73
H 1.29 0.95 -0.75
```

energy above the lowest of the compared OMol25 structures with the same formula, charge and spin: 6.0417 eV
E: -142223.5178 eV
total charge: 0
E_HOMO: -9.43 eV

Record 5
The following is a quantum chemistry calculation of a gas-phase ion, C4H6N3O2S (charge -1) at a distorted geometry, from the OMol25 dataset.

The geometry in XYZ format:
```
16
C4H6N3O2S, DFT wB97M-V/def2-TZVPD
C -3.90 -1.40 0.08
C -3.33 1.02 -0.12
C -0.64 0.91 1.05
C 1.14 0.77 -0.41
N -3.28 -0.38 0.01
N -0.23 -1.27 0.00
N 0.33 0.00 0.56
O -4.41 -2.45 -0.07
O -4.40 1.61 -0.08
S -1.77 1.79 -0.10
H -1.13 0.34 1.78
H 0.61 1.10 -1.26
H 1.34 1.64 0.02
H 1.95 0.13 -0.58
H -0.94 -1.69 0.57
H -0.65 -0.83 -0.76
```

energy above the lowest of the compared OMol25 structures with the same formula, charge and spin: 2.5049 eV
E: -23643.4342 eV
total charge: -1
E_HOMO (alpha / beta): -2.49 / -2.49 eV

Record 6
The following is a quantum chemistry calculation of a molecular structure, C5H6AlCeCl2N2O4 at a distorted geometry, from the OMol25 dataset.

The geometry in XYZ format:
```
21
C5H6AlCeCl2N2O4, DFT wB97M-V/def2-TZVPD
Al -0.06 0.44 -3.56
Ce 0.61 0.72 -0.64
Cl -0.82 -1.05 -1.92
Cl -0.70 2.43 -2.41
C 1.57 2.40 0.04
C 0.45 -1.11 -4.65
C 0.53 1.55 -5.07
O 2.17 3.30 0.49
O 0.77 -2.06 -5.26
O 0.90 2.23 -5.95
C -2.08 -1.01 3.22
N -0.62 -1.04 3.09
C 0.03 -0.54 2.04
N 1.40 -0.59 1.97
O -0.64 0.01 1.07
H -2.55 -0.54 2.36
H -2.33 -0.44 4.11
H -2.44 -2.02 3.33
H -0.08 -1.45 3.84
H 1.93 -0.23 1.17
H 1.93 -1.00 2.73
```

energy above the lowest of the compared OMol25 structures with the same formula, charge and spin: 1.6320 eV
E: -60974.0516 eV
⟨S²⟩: 0.75
total charge: +4
2S+1: 2
E_HOMO (alpha / beta): -22.97 / -22.99 eV

Record 7
The following is a quantum chemistry calculation of a molecular structure, C2H6INO2S at a distorted geometry, from the OMol25 dataset.

The geometry in XYZ format:
```
13
C2H6INO2S, DFT wB97M-V/def2-TZVPD
C 3.44 -0.68 -0.93
C 2.61 -0.62 0.12
N -3.64 0.86 0.56
O -1.54 0.34 -0.89
O -1.18 1.25 1.31
S -1.97 0.22 0.70
I -5.00 -0.50 -0.01
H 3.26 0.02 -1.71
H 4.08 -1.50 -1.03
H -0.62 0.58 -0.92
H 2.01 0.21 0.36
H 2.45 -1.19 0.94
H -3.89 1.02 1.51
```

energy above the lowest of the compared OMol25 structures with the same formula, charge and spin: 1.4837 eV
E: -26686.0177 eV
⟨S²⟩: 2.01
total charge: 0
2S+1: 3
E_HOMO (alpha / beta): -6.41 / -9.87 eV

Record 8
The following is a quantum chemistry calculation of 3 unconnected molecules or ions with the total composition C7H12N2O at a distorted geometry, from the OMol25 dataset.

The geometry in XYZ format:
```
22
C7H12N2O, DFT wB97M-V/def2-TZVPD
N 1.37 1.09 -1.36
C 1.72 -0.02 -0.75
C 0.81 -0.81 0.22
C 0.64 -0.20 1.61
C -0.02 1.14 1.66
C -1.19 1.44 1.07
C -2.08 0.48 0.33
C -1.53 -0.63 -0.50
N -0.39 -1.19 -0.53
H 1.34 -1.76 0.37
H 0.09 -0.92 2.23
H 1.65 -0.12 2.04
H 0.50 1.94 2.19
H -1.59 2.44 1.18
H -2.77 0.02 1.06
H -2.75 1.05 -0.33
H -2.26 -1.08 -1.18
H 0.43 1.00 -1.74
H 0.31 -1.59 -1.81
H 2.75 -0.07 -0.38
O 1.50 -1.41 -2.32
H 1.48 -0.79 -3.06
```

energy above the lowest of the compared OMol25 structures with the same formula, charge and spin: 3.9241 eV
E: -12477.6357 eV
total charge: 0
E_HOMO: -8.37 eV